<1>
The following is a quantum chemistry calculation of a single C18H24N2O4 molecule, from the OMol25 dataset.

Calculated values
Molar mass: 332.40 g mol⁻¹
SMILES string: COCCc1nc2ccc(C(=O)N3CCCC[C@H]3COC)cc2o1
Lowest unoccupied orbital energy: 0.67 eV

```
! RIJCOSX wB97M-V def2-TZVPD def2/J DEFGRID3
* xyz 0 1
C -5.141 -2.697 -0.633
O -5.241 -1.783 0.433
C -6.158 -0.741 0.235
C -5.742 0.279 -0.849
C -4.392 0.815 -0.554
N -4.120 1.820 0.204
C -2.746 1.902 0.216
C -1.875 2.781 0.845
C -0.524 2.586 0.643
C -0.037 1.539 -0.147
C 1.441 1.445 -0.387
O 2.013 2.277 -1.068
N 2.084 0.394 0.174
C 1.471 -0.566 1.064
C 2.207 -0.597 2.404
C 3.679 -0.924 2.178
C 4.292 0.112 1.240
C 3.508 0.241 -0.068
C 3.772 -0.943 -1.023
O 5.115 -1.043 -1.427
C 5.518 -0.094 -2.385
C -0.896 0.658 -0.792
C -2.247 0.862 -0.595
O -3.313 0.180 -1.083
H -4.550 -3.532 -0.263
H -4.636 -2.260 -1.501
H -6.131 -3.058 -0.937
H -7.148 -1.145 -0.027
H -6.220 -0.230 1.198
H -6.461 1.098 -0.841
H -5.734 -0.196 -1.830
H -2.250 3.583 1.459
H 0.189 3.254 1.100
H 0.426 -0.295 1.217
H 1.506 -1.561 0.605
H 1.741 -1.340 3.052
H 2.117 0.380 2.883
H 3.772 -1.922 1.748
H 4.216 -0.920 3.128
H 5.319 -0.161 0.993
H 4.303 1.083 1.740
H 3.816 1.159 -0.581
H 3.112 -0.842 -1.898
H 3.557 -1.892 -0.527
H 6.520 -0.383 -2.694
H 5.546 0.921 -1.977
H 4.850 -0.104 -3.254
H -0.527 -0.139 -1.418
*
```


<2>
The following is a quantum chemistry calculation of a single C18H24N2O4 molecule, from the OMol25 dataset.

Calculated values
Molar mass: 332.40 g mol⁻¹
SMILES string: Cc1cccc(NC(=O)COC(=O)CNC(=O)C2CCCCC2)c1
Lowest unoccupied orbital energy: 0.56 eV

```
! RIJCOSX wB97M-V def2-TZVPD def2/J DEFGRID3
* xyz 0 1
C 4.792 4.786 4.019
C 3.807 4.468 2.937
C 3.882 5.117 1.709
C 2.976 4.825 0.706
C 1.984 3.886 0.914
C 1.899 3.231 2.139
N 0.872 2.289 2.302
C 0.580 1.522 3.372
O 1.169 1.497 4.429
C -0.640 0.614 3.162
O -1.260 0.793 1.891
C -1.507 -0.295 1.153
O -1.249 -1.421 1.479
C -2.185 0.081 -0.152
N -2.250 -1.050 -1.036
C -1.585 -1.044 -2.223
O -1.080 -0.033 -2.666
C -1.566 -2.375 -2.952
C -0.731 -3.406 -2.185
C -0.669 -4.717 -2.965
C -2.074 -5.253 -3.225
C -2.905 -4.224 -3.985
C -2.978 -2.914 -3.205
C 2.812 3.525 3.145
H 4.767 5.849 4.255
H 4.573 4.222 4.921
H 5.803 4.543 3.692
H 4.655 5.853 1.541
H 3.040 5.332 -0.246
H 1.277 3.657 0.129
H 0.259 2.190 1.502
H -1.372 0.841 3.944
H -0.325 -0.430 3.276
H -3.187 0.465 0.077
H -1.622 0.867 -0.665
H -2.482 -1.932 -0.605
H -1.085 -2.188 -3.918
H -1.171 -3.595 -1.202
H 0.277 -3.017 -2.028
H -0.088 -5.451 -2.404
H -0.165 -4.547 -3.919
H -2.017 -6.180 -3.798
H -2.559 -5.479 -2.272
H -3.913 -4.608 -4.153
H -2.451 -4.040 -4.961
H -3.489 -3.091 -2.256
H -3.556 -2.176 -3.764
H 2.740 3.013 4.090
*
```


Unit: eV. Relative energies: <1> 2.143; <2> 0.000.